[1]
# C40H92N10O8

A cluster of 8 separate species, C40H92N10O8 in total (the ωB97M-V functional and the def2-TZVPD basis, the Open Molecules 2025 dataset).

For the highest occupied orbital energy, the calculation gives -8.250 eV. The charge is 0. For the HOMO-LUMO gap, the calculation gives 8.54 eV.

Each line ends with the Mulliken charge.
Atoms and positions in Å:
C  13.09  20.24  9.95  -1.50
C  14.51  19.67  10.09  1.24
C  15.39  20.85  10.50  -1.77
C  14.61  18.60  11.20  -0.27
C  14.04  17.25  10.68  -0.34
C  14.84  16.87  9.46  -0.64
C  14.60  17.81  8.30  2.01
C  15.64  17.41  7.26  -2.19
C  13.18  17.79  7.65  -1.46
N  15.06  19.10  8.84  0.19
O  15.07  20.06  7.84  -0.51
H  12.84  20.94  10.77  0.44
H  12.98  20.71  8.99  0.30
H  12.38  19.40  9.95  0.32
H  14.87  21.29  11.36  0.41
H  16.37  20.51  10.78  0.29
H  15.45  21.54  9.66  0.43
H  15.68  18.47  11.39  -0.55
H  14.05  18.89  12.11  0.50
H  14.06  16.55  11.51  0.30
H  12.99  17.39  10.39  0.24
H  14.73  15.76  9.19  -0.13
H  15.92  17.02  9.72  0.20
H  15.49  18.02  6.38  0.49
H  15.37  16.40  6.86  0.34
H  16.62  17.52  7.70  0.42
H  12.99  18.68  7.04  0.41
H  12.42  17.77  8.41  0.22
H  13.04  16.87  7.07  0.38
H  14.13  20.26  7.62  0.36
C  13.34  12.72  9.50  -1.72
C  11.86  12.51  9.29  2.43
C  11.72  12.10  7.82  -1.86
C  11.39  11.61  10.40  -0.51
C  9.89  11.47  10.49  -0.93
C  9.33  12.91  10.68  -1.20
C  9.84  13.93  9.63  1.08
C  9.12  13.83  8.25  -1.66
C  9.49  15.27  10.26  -1.77
N  11.26  13.86  9.63  1.09
O  11.74  14.78  8.74  -0.36
H  13.75  13.36  8.77  0.84
H  13.63  13.16  10.53  -0.04
H  13.92  11.79  9.51  -0.35
H  12.02  12.97  7.26  0.35
H  12.41  11.28  7.60  0.41
H  10.76  11.69  7.63  0.42
H  11.90  10.62  10.39  0.30
H  11.73  12.07  11.31  -0.40
H  9.46  11.09  9.53  0.39
H  9.52  10.77  11.23  0.56
H  9.62  13.28  11.66  0.41
H  8.25  12.85  10.70  0.43
H  9.80  14.33  7.55  0.26
H  8.27  14.43  8.41  0.58
H  8.98  12.77  8.01  0.26
H  9.67  16.20  9.65  0.25
H  9.86  15.41  11.29  0.24
H  8.40  15.26  10.25  0.59
H  12.57  15.05  9.09  -0.09
C  19.53  14.62  14.14  -2.96
C  20.82  13.97  14.61  2.58
C  21.73  13.70  13.38  -1.60
C  21.38  14.94  15.64  -1.64
C  22.54  14.39  16.41  -0.58
C  21.97  13.22  17.16  -1.55
C  21.40  12.16  16.30  1.82
C  22.54  11.41  15.47  -1.94
C  20.74  10.99  17.09  -1.68
N  20.34  12.83  15.41  -0.04
O  19.87  11.85  14.49  -0.38
H  19.80  15.59  13.72  0.55
H  19.06  13.94  13.47  0.65
H  18.92  14.76  15.01  0.44
H  21.42  14.33  12.52  0.31
H  22.79  13.90  13.58  0.33
H  21.60  12.66  13.12  0.35
H  21.64  15.92  15.25  0.43
H  20.57  15.15  16.34  0.50
H  23.41  14.06  15.82  0.29
H  22.96  15.07  17.15  0.38
H  21.14  13.60  17.79  0.38
H  22.64  12.67  17.82  0.52
H  23.33  11.06  16.15  0.41
H  23.04  12.08  14.77  0.41
H  22.23  10.51  14.94  0.55
H  21.06  11.13  18.12  0.43
H  20.98  9.98  16.69  0.28
H  19.65  11.08  16.97  0.35
H  20.67  11.34  14.24  0.34
C  14.01  12.01  13.98  -2.35
C  12.80  12.59  14.66  2.53
C  12.29  13.83  13.97  -1.94
C  11.71  11.59  14.79  -0.90
C  10.63  11.95  15.78  -1.09
C  11.18  12.12  17.17  -1.14
C  12.33  13.12  17.20  1.43
C  11.77  14.55  17.23  -1.72
C  13.19  12.85  18.42  -2.00
N  13.25  12.85  16.05  0.37
O  14.30  13.86  16.19  -0.53
H  14.60  11.41  14.68  0.62
H  13.79  11.31  13.19  0.40
H  14.59  12.79  13.46  0.23
H  12.13  13.60  12.92  0.15
H  11.44  14.32  14.37  0.39
H  13.10  14.51  14.10  0.62
H  11.25  11.50  13.82  -0.08
H  12.10  10.58  14.95  0.49
H  10.15  12.81  15.39  0.41
H  9.93  11.16  15.71  0.53
H  11.56  11.12  17.40  0.38
H  10.39  12.39  17.90  0.47
H  11.39  14.74  18.23  0.47
H  10.90  14.58  16.56  0.35
H  12.49  15.28  16.86  0.30
H  13.63  11.87  18.21  0.44
H  12.53  12.67  19.24  0.47
H  14.00  13.55  18.64  0.34
H  15.10  13.31  16.20  0.35
N  19.23  13.16  7.31  -0.43
C  18.71  12.09  7.92  0.60
N  18.46  11.02  7.19  -0.56
O  18.51  12.19  9.14  -0.76
H  19.59  13.04  6.35  0.20
H  19.49  13.85  8.01  0.23
H  17.71  10.47  7.59  0.31
H  18.26  11.10  6.16  0.27
N  18.88  17.74  10.79  -0.25
C  18.18  18.05  12.00  0.29
N  17.67  17.12  12.93  0.06
O  18.08  19.27  12.35  -0.73
H  19.23  18.58  10.37  0.25
H  19.34  16.87  10.59  0.18
H  17.74  16.12  12.86  -0.06
H  17.26  17.60  13.71  0.18
N  14.80  9.01  9.49  -0.34
C  15.74  9.94  9.31  0.50
N  16.32  10.64  10.26  0.01
O  16.12  10.00  8.14  -0.86
H  14.70  8.46  8.68  0.23
H  14.53  8.77  10.42  0.21
H  16.30  10.35  11.19  0.21
H  17.15  11.13  9.94  0.05
C  16.65  14.20  11.34  -0.04
O  17.96  14.54  10.95  -0.16
H  16.12  13.53  10.64  0.22
H  16.58  13.74  12.35  0.36
H  16.11  15.15  11.38  -0.31
H  18.32  13.85  10.39  0.11



[2]
# C44H35CaCl2N9O3S2

A structure of composition C44H35CaCl2N9O3S2 (the ωB97M-V functional and the def2-TZVPD basis, the Open Molecules 2025 dataset).

For the highest occupied orbital energy, the calculation gives -6.237 eV. The charge is 0. For the HOMO-LUMO gap, the calculation gives 6.37 eV.

Each line ends with the Mulliken charge.
Atoms and positions in Å:
Ca  -0.22  -0.12  -0.30  2.16
Cl  -1.32  -6.43  -3.38  -0.24
C  -0.72  -4.84  -3.05  0.01
C  -1.07  -4.22  -1.86  -0.93
C  -0.61  -2.94  -1.54  -0.12
N  -0.85  -2.31  -0.31  -0.66
C  -1.85  -2.70  0.49  0.31
O  -2.78  -3.49  0.27  -0.79
C  -1.79  -2.09  1.89  0.30
C  -2.54  -2.68  2.89  -0.90
C  -2.45  -2.18  4.18  -0.52
C  -1.62  -1.10  4.42  -1.11
C  -0.91  -0.57  3.35  0.17
N  -1.00  -1.03  2.11  0.60
C  0.21  -2.27  -2.48  0.04
C  0.55  -2.90  -3.67  -0.45
C  0.09  -4.17  -3.96  -0.12
Cl  0.55  -4.90  -5.47  -0.25
N  0.78  -1.03  -2.09  -0.68
C  1.12  -0.13  -3.01  0.02
O  0.86  -0.08  -4.22  -0.72
C  1.96  1.01  -2.45  0.53
C  2.94  1.58  -3.25  -0.79
C  3.70  2.62  -2.74  -0.61
C  3.43  3.08  -1.46  -1.05
C  2.43  2.46  -0.74  -0.09
N  1.70  1.44  -1.21  0.69
H  -1.71  -4.75  -1.17  0.61
H  -3.16  -3.52  2.63  0.53
H  -3.02  -2.63  4.98  0.45
H  -1.50  -0.68  5.41  0.47
H  -0.25  0.28  3.50  0.08
H  1.17  -2.39  -4.39  0.60
H  3.07  1.20  -4.25  0.54
H  4.48  3.07  -3.34  0.45
H  3.99  3.90  -1.02  0.48
H  2.19  2.78  0.27  0.19
C  4.48  0.33  3.64  -0.86
N  3.42  1.32  3.68  0.24
C  3.37  2.40  4.53  -0.76
C  2.23  3.07  4.26  -0.46
N  1.58  2.38  3.23  0.58
C  2.34  1.28  2.86  -0.04
S  2.11  0.07  1.75  -0.20
C  0.33  2.83  2.70  0.58
C  -0.43  3.71  3.47  -1.07
C  -1.61  4.20  2.94  -0.92
C  -2.00  3.79  1.67  -1.14
C  -1.18  2.90  1.01  -0.84
N  -0.04  2.41  1.50  0.76
H  5.21  0.58  4.41  0.33
H  4.95  0.32  2.66  0.32
H  4.07  -0.66  3.83  0.33
H  4.14  2.62  5.24  0.44
H  1.87  3.98  4.69  0.47
H  -0.14  4.00  4.47  0.45
H  -2.22  4.88  3.52  0.41
H  -2.91  4.14  1.21  0.57
H  -1.46  2.54  0.02  1.28
N  -6.90  -1.24  0.64  -0.55
C  -5.62  -0.79  0.42  0.89
C  -4.96  0.02  1.35  -1.08
C  -3.67  0.43  1.09  -0.64
N  -3.00  0.13  -0.03  1.26
C  -3.65  -0.63  -0.92  -0.50
C  -4.93  -1.10  -0.75  -1.05
H  -7.22  -1.25  1.59  0.21
H  -7.20  -2.02  0.09  0.22
H  -5.43  0.28  2.29  0.35
H  -3.14  1.02  1.83  0.39
H  -3.09  -0.92  -1.80  0.38
H  -5.36  -1.75  -1.50  0.36
O  -1.06  1.40  -1.85  -0.23
S  -1.96  1.42  -3.05  -0.26
C  -3.16  2.71  -2.70  0.88
C  -2.77  3.84  -2.00  -0.17
C  -3.72  4.81  -1.72  -0.85
C  -5.04  4.65  -2.14  -0.54
C  -5.41  3.51  -2.84  -0.77
C  -4.47  2.53  -3.12  -0.44
C  -1.09  2.27  -4.35  0.80
C  -1.50  2.04  -5.66  -0.34
C  -0.85  2.71  -6.68  -0.82
C  0.18  3.59  -6.40  -0.55
C  0.58  3.80  -5.08  -0.87
C  -0.06  3.14  -4.05  0.11
H  -1.75  3.96  -1.68  0.52
H  -3.43  5.71  -1.18  0.48
H  -5.78  5.41  -1.92  0.42
H  -6.44  3.37  -3.15  0.43
H  -4.75  1.62  -3.64  0.42
H  -2.28  1.32  -5.87  0.46
H  -1.15  2.54  -7.71  0.42
H  0.69  4.11  -7.20  0.41
H  1.41  4.47  -4.86  0.45
H  0.27  3.26  -3.02  0.09



[3]
# C25H25ClGeN2O4Sc

A structure of composition C25H25ClGeN2O4Sc (the ωB97M-V functional and the def2-TZVPD basis, the Open Molecules 2025 dataset).

For the highest occupied orbital energy, the calculation gives -3.286 eV. The charge is -1. For the energy above the lowest of the compared OMol25 structures with the same formula, charge and spin, the calculation gives 107.50 kJ/mol. For the HOMO-LUMO gap, the calculation gives 5.71 eV.

Each line ends with the Mulliken charge.
Atoms and positions in Å:
Sc  0.51  -0.94  -0.25  -0.24
C  1.02  0.72  3.97  -1.57
C  1.01  0.51  2.49  0.70
N  -0.04  0.10  1.86  0.19
O  -1.14  -0.19  2.69  -0.59
C  2.23  0.72  1.73  0.20
C  3.45  1.40  2.27  -1.74
N  2.21  0.25  0.50  0.66
O  3.24  0.29  -0.24  -0.81
H  0.34  0.03  4.47  0.42
H  0.68  1.73  4.20  0.33
H  2.03  0.61  4.37  0.40
H  -1.62  -0.84  2.14  0.41
H  3.20  2.16  3.01  0.42
H  3.98  1.86  1.44  0.41
H  4.14  0.69  2.74  0.30
Cl  -1.48  -5.11  2.04  -0.21
C  -0.17  -3.93  2.33  -0.43
C  -0.02  -2.94  1.21  1.15
O  1.14  -2.73  0.76  -0.68
O  -1.01  -2.28  0.80  -0.74
H  0.75  -4.48  2.48  0.34
H  -0.44  -3.38  3.23  0.21
C  0.27  -1.06  -2.28  -0.33
Ge  0.02  0.49  -3.30  1.82
C  0.05  0.21  -5.25  -0.52
C  1.14  -0.42  -5.86  -0.26
C  1.18  -0.65  -7.23  -0.58
C  0.11  -0.26  -8.03  -0.38
C  -0.99  0.36  -7.45  -0.66
C  -1.01  0.59  -6.08  -0.01
C  1.20  2.08  -3.07  -0.37
C  1.37  2.63  -1.80  0.08
C  2.16  3.75  -1.58  -0.83
C  2.82  4.35  -2.65  -0.42
C  2.66  3.82  -3.92  -0.70
C  1.86  2.70  -4.12  -0.12
C  -1.76  1.27  -2.89  -0.14
C  -2.78  0.42  -2.48  -0.63
C  -4.05  0.90  -2.18  -0.63
C  -4.32  2.26  -2.30  -0.33
C  -3.32  3.13  -2.70  -0.68
C  -2.05  2.63  -2.99  -0.04
H  0.99  -1.73  -2.77  0.33
H  1.98  -0.74  -5.25  0.35
H  2.04  -1.13  -7.67  0.37
H  0.13  -0.44  -9.10  0.35
H  -1.83  0.66  -8.06  0.36
H  -1.88  1.08  -5.64  0.31
H  0.88  2.18  -0.94  0.29
H  2.28  4.14  -0.58  0.39
H  3.44  5.22  -2.49  0.34
H  3.17  4.28  -4.76  0.38
H  1.75  2.32  -5.13  0.28
H  -2.56  -0.64  -2.37  0.36
H  -4.83  0.22  -1.87  0.37
H  -5.31  2.64  -2.07  0.36
H  -3.52  4.19  -2.78  0.37
H  -1.27  3.33  -3.30  0.36



[4]
# H14KrO7

A structure of composition H14KrO7 (the ωB97M-V functional and the def2-TZVPD basis, the Open Molecules 2025 dataset).

For the highest occupied orbital energy, the calculation gives -10.544 eV. The charge is 0. For the energy above the lowest of the compared OMol25 structures with the same formula, charge and spin, the calculation gives 76.42 kJ/mol. For the HOMO-LUMO gap, the calculation gives 10.49 eV.

Each line ends with the Mulliken charge.
Atoms and positions in Å:
Kr  12.98  15.12  13.92  0.01
O  14.34  13.09  10.66  -0.58
H  14.88  13.16  11.45  0.31
H  14.49  13.92  10.20  0.27
O  10.29  13.05  13.87  -0.63
H  10.83  12.53  14.46  0.31
H  9.89  13.71  14.43  0.28
O  11.28  12.26  11.38  -0.63
H  12.23  12.33  11.52  0.29
H  10.90  12.75  12.11  0.37
O  16.30  17.38  13.91  -0.61
H  16.97  16.74  14.15  0.31
H  15.83  16.97  13.19  0.30
O  14.99  16.94  11.07  -0.62
H  15.89  16.65  10.93  0.32
H  14.47  16.43  10.45  0.29
O  14.92  14.07  17.29  -0.62
H  13.97  14.02  17.17  0.33
H  15.26  13.25  16.93  0.31
O  11.93  13.72  17.58  -0.63
H  11.45  14.54  17.46  0.31
H  11.31  13.14  18.02  0.30



[5]
# C6H11NO

An isolated molecule of C6H11NO (the ωB97M-V functional and the def2-TZVPD basis, the Open Molecules 2025 dataset).

For the highest occupied orbital energy, the calculation gives -9.271 eV. The charge is 0. For the energy above the lowest of the compared OMol25 structures with the same formula, charge and spin, the calculation gives 241.77 kJ/mol. For the HOMO-LUMO gap, the calculation gives 10.22 eV.

Each line ends with the Mulliken charge.
Atoms and positions in Å:
H  -3.15  0.85  -0.69  0.20
N  -2.24  0.70  -0.27  -0.58
C  -1.41  1.66  -0.45  -0.27
C  -0.04  1.59  0.01  -0.13
O  0.31  0.89  1.18  -0.50
C  0.69  0.16  0.05  0.96
C  2.15  0.19  -0.33  -1.49
C  -0.09  -1.07  -0.25  -0.44
C  -0.44  -1.88  1.00  -1.22
H  -1.60  2.50  -1.12  0.35
H  0.58  2.45  -0.20  0.39
H  2.26  0.04  -1.41  0.33
H  2.67  -0.63  0.18  0.32
H  2.61  1.13  -0.05  0.44
H  -1.14  -0.68  -0.60  0.26
H  0.43  -1.67  -0.99  0.38
H  -1.06  -2.73  0.74  0.36
H  0.46  -2.25  1.49  0.33
H  -0.99  -1.25  1.70  0.32



[6]
# C5H9N2

The ion C5H9N2 with charge +1 (the ωB97M-V functional and the def2-TZVPD basis, the Open Molecules 2025 dataset).

For the highest occupied orbital energy (spin up / spin down), the calculation gives -13.871 / -13.803 eV. The charge is +1. For the energy above the lowest of the compared OMol25 structures with the same formula, charge and spin, the calculation gives 587.55 kJ/mol. For the HOMO-LUMO gap (spin up / spin down), the calculation gives 8.24 / 7.96 eV.

Each line ends with the Mulliken charge.
Atoms and positions in Å:
C  -0.55  -0.29  0.33  0.02
C  -1.83  -2.36  0.49  -0.20
C  0.55  1.18  1.67  -0.52
C  0.75  1.54  0.21  -0.37
C  0.54  0.04  -1.81  -0.92
N  -0.95  -1.47  0.44  -0.10
N  0.18  0.47  -0.48  0.15
H  -1.49  -3.32  0.87  0.29
H  -2.85  -2.09  0.10  0.27
H  -0.05  1.68  2.43  0.31
H  1.52  0.68  2.00  0.26
H  0.48  2.55  -0.07  0.37
H  1.86  1.48  0.09  0.35
H  1.15  0.92  -2.21  0.36
H  -0.35  -0.19  -2.35  0.32
H  1.05  -0.82  -1.72  0.40



no.,strongest force on any atom (eV Å⁻¹),E (eV)
1,3.50,-74249.548
2,2.00,-130908.865
3,0.96,-127239.815
4,0.48,-89489.120
5,2.32,-9935.949
6,5.07,-8299.643